Here is a cluster of 5 separate species, C20H35N5 in total from the OMol25 dataset. Energies are from ωB97M-V with the def2-TZVPD basis set.

```
! RIJCOSX wB97M-V def2-TZVPD def2/J DEFGRID3
* xyz 0 1
C -1.143 -3.391 -2.443
C -1.432 -1.926 -2.134
C -2.469 -1.687 -1.073
C -3.786 -2.198 -1.460
N -4.815 -2.598 -1.762
H -0.712 -3.922 -1.599
H -0.372 -3.395 -3.219
H -2.006 -3.931 -2.832
H -1.747 -1.405 -3.042
H -0.505 -1.450 -1.807
H -2.577 -0.622 -0.846
H -2.213 -2.154 -0.116
C 3.782 1.157 0.643
C 2.723 1.094 -0.462
C 1.862 -0.180 -0.336
C 0.959 -0.161 0.806
N 0.247 -0.157 1.708
H 4.166 0.164 0.896
H 3.340 1.545 1.562
H 4.641 1.775 0.389
H 3.183 1.125 -1.446
H 2.040 1.928 -0.284
H 2.485 -1.071 -0.250
H 1.269 -0.295 -1.246
C 2.522 4.807 3.207
C 1.620 3.628 2.849
C 0.191 3.780 3.401
C -0.445 5.052 3.060
N -0.847 6.106 2.835
H 2.046 5.752 2.930
H 3.473 4.784 2.676
H 2.728 4.842 4.278
H 2.012 2.714 3.304
H 1.589 3.479 1.769
H 0.230 3.742 4.494
H -0.441 2.957 3.068
C -1.954 1.901 -3.478
C -0.473 1.585 -3.259
C 0.355 2.752 -2.715
C -0.277 3.461 -1.603
N -0.762 4.000 -0.713
H -2.310 2.618 -2.738
H -2.551 0.997 -3.338
H -2.140 2.283 -4.478
H -0.006 1.298 -4.202
H -0.360 0.746 -2.572
H 0.580 3.497 -3.481
H 1.310 2.417 -2.308
C -2.299 -5.761 1.888
C -1.402 -4.945 0.966
C -0.407 -4.056 1.716
C 0.728 -3.690 0.871
N 1.642 -3.408 0.244
H -3.117 -6.239 1.359
H -2.705 -5.135 2.691
H -1.710 -6.517 2.415
H -1.992 -4.348 0.266
H -0.860 -5.619 0.292
H 0.011 -4.572 2.584
H -0.899 -3.152 2.077
*
```

Computed properties:
E_LUMO (Ha): 0.0166
F_max (eV/Å): 1.2
Highest occupied orbital energy (Eh): -0.40906
SMILES: CCCC#N.CCCC#N.CCCC#N.CCCC#N.CCCC#N
Orbital gap (eV): 11.583
E (Eh): -1056.806550
Relative energy (zero: lowest compared OMol25 entry of this formula, charge and spin) (kcal per mole): 6.29